This record from the Open Molecules 2025 dataset describes 2 unconnected molecules or ions with the total composition C29H37BNO2 in a non-equilibrium geometry. The level of theory is the ωB97M-V functional and the def2-TZVPD basis.

Geometry as XYZ:
```
70
Properties=species:S:1:pos:R:3:forces:R:3:lowdin_charge:R:1
O -0.551521 3.300827 -4.154087 -1.4 0.3 0.1 -0.012
O -0.033510 -6.152408 -3.696290 -0.1 -0.6 1.2 -0.013
N 0.616740 1.135128 2.042146 0.3 1.5 -1.3 -0.069
C -1.866660 3.991661 -3.904391 0.9 0.4 -0.6 -0.084
C -0.357482 -6.391234 -1.284327 -0.1 -0.1 0.3 -0.106
C 1.809945 0.923235 -0.186613 -0.3 0.1 -0.4 -0.055
C -0.167256 -3.739562 -3.835911 -0.3 -0.6 0.6 0.015
C -0.083776 -7.155452 -2.583304 0.3 0.1 -0.9 -0.092
C -0.902993 -0.095323 -1.889112 0.3 1.1 0.6 -0.273
C -0.412177 -2.579918 -3.116125 -0.1 0.7 0.8 -0.033
C 1.724648 1.913924 6.092257 -0.1 -0.2 -0.3 -0.052
C -0.164383 -4.935658 -3.120272 0.0 0.3 0.9 -0.245
C 1.955110 2.858352 5.069932 -0.3 -0.6 0.1 -0.031
C -0.484169 -3.761391 -1.003457 0.1 -0.3 -0.4 0.003
C -0.610940 2.117927 -3.500958 -0.4 -0.1 1.1 -0.225
C 1.000268 1.354123 3.436254 0.1 -0.2 1.0 -0.288
C 1.923035 1.377516 1.230640 0.5 -0.5 -0.2 -0.307
C -1.105243 2.163493 0.449319 0.0 0.2 -1.1 -0.043
C -1.984918 0.790278 -1.996429 0.4 -0.4 -0.8 -0.003
C 0.330954 0.182782 -2.527620 -0.7 -0.5 0.1 -0.110
C -2.712941 3.077827 -3.026108 -0.5 0.1 0.0 -0.106
C -0.319596 -4.957923 -1.710660 -0.1 0.8 -1.3 -0.147
C 1.131561 0.698192 5.758727 -0.3 -0.5 -0.9 -0.028
C 1.573367 2.577644 3.760285 0.5 1.0 0.3 -0.042
C -0.889436 -1.186181 -0.872201 -2.4 -2.9 -4.4 -0.087
C -0.551651 -2.538047 -1.680205 0.6 0.3 -0.2 -0.141
C 0.490696 1.263815 -3.356777 -0.6 0.7 -0.6 0.020
C -1.831384 1.906020 -2.805490 1.5 -0.4 -0.4 -0.166
C 3.070079 0.607877 1.850368 0.8 0.4 0.7 -0.025
C 0.772838 0.401956 4.400331 0.0 -0.5 1.3 0.000
C -1.465545 2.282584 2.825700 -0.4 0.5 1.0 -0.029
C -0.397381 2.288024 1.754834 -0.6 0.1 0.2 -0.306
B 0.033854 -0.239661 1.836856 -0.4 -1.6 2.2 -0.019
H -0.059193 -3.751074 -4.920008 -0.1 0.1 0.3 0.126
H -0.452908 2.317903 -0.405281 -0.1 -0.1 -0.1 0.082
H -1.107992 -0.444240 2.198522 0.5 0.4 -0.9 0.097
H 0.401107 -6.597859 -0.531738 0.0 -0.2 0.1 0.118
H 2.011348 2.126585 7.131487 -0.2 -0.1 -0.6 0.120
H 0.879254 1.231194 -0.611408 -0.2 0.0 -0.3 0.034
H -2.301286 2.918583 2.529892 0.1 -0.1 -0.2 0.100
H 1.900128 -0.156512 -0.314226 0.1 0.0 0.2 0.104
H 2.066445 2.469773 1.251161 0.0 -0.6 0.1 0.148
H 2.427667 3.805084 5.315871 -0.1 -0.1 -0.1 0.117
H 1.735863 3.355931 2.988895 0.0 -0.6 0.8 0.132
H 3.905888 0.549232 1.151333 -0.2 0.0 -0.2 0.104
H -2.962940 3.568389 -2.081736 -0.1 0.0 -0.1 0.115
H -1.863239 -1.434059 -0.446563 -0.3 0.5 -0.1 0.131
H 2.582265 1.399531 -0.792238 0.1 -0.1 0.1 0.124
H 0.915472 -0.075146 6.509326 0.2 0.5 -0.3 0.119
H 3.470001 1.122069 2.721432 0.0 -0.2 0.2 0.089
H -0.345713 -0.861550 -0.063696 2.5 0.2 2.3 0.016
H 1.415675 1.462729 -3.891819 -0.1 0.0 0.2 0.130
H 0.890050 -7.669048 -2.569522 -0.3 0.2 -0.1 0.124
H -1.885489 1.288487 3.031315 0.2 0.3 -0.2 0.093
H 0.749982 -1.200454 2.021018 -0.1 0.7 -0.9 0.096
H -3.636372 2.766756 -3.520331 0.0 0.2 0.1 0.127
H 2.801942 -0.414472 2.131376 -0.1 0.2 -0.1 0.095
H -0.575904 -3.782773 0.078829 -0.1 0.0 0.0 0.118
H 0.301399 -0.584451 4.157963 0.5 1.0 0.3 0.126
H -0.505711 -1.681269 -3.733349 0.0 -0.3 0.5 0.109
H -2.917254 0.591344 -1.453465 0.4 0.1 -0.2 0.140
H -1.115556 2.712474 3.762325 0.0 -0.2 0.1 0.092
H -1.625119 1.207335 0.350302 0.1 0.1 0.1 0.083
H -1.337971 -6.668983 -0.882894 0.2 0.1 0.1 0.123
H -1.872720 2.945889 0.339928 0.2 -0.2 0.3 0.115
H -2.341294 4.201223 -4.873243 0.4 -0.2 0.2 0.126
H 1.191313 -0.469415 -2.348556 -0.5 0.1 -0.2 0.129
H 0.216416 3.202246 1.769791 -0.4 -0.4 0.1 0.146
H -1.631264 4.954844 -3.423645 0.0 -0.4 -0.2 0.125
H -0.864424 -7.886719 -2.834364 0.3 0.3 0.0 0.124
```
Forces are in eV/Å.

Properties
Frontier orbital gap ... 6.273 eV
Net charge ... +1
HOMO level ... -10.020 eV


This record from the Open Molecules 2025 dataset describes a single C3H4N2S3 molecule in a non-equilibrium geometry. The level of theory is the ωB97M-V functional and the def2-TZVPD basis.

Geometry as XYZ:
```
12
Properties=species:S:1:pos:R:3:forces:R:3:lowdin_charge:R:1
S -2.055112 -0.135363 1.607168 -0.2 0.5 0.3 0.933
S -4.307148 -1.200391 -0.223300 -0.3 0.4 0.3 0.653
S 0.894677 0.151997 2.374692 0.4 -0.3 0.0 0.753
N 0.069430 -1.033169 0.059279 -0.3 -1.8 -0.5 0.075
N -1.909905 -1.858285 -0.274699 1.9 -1.6 -2.8 0.021
C -2.719370 -1.026378 0.265939 -0.8 0.3 0.3 -1.298
C 0.124167 0.381256 -0.261201 -1.5 -0.4 -0.7 -0.203
C -0.347410 -0.125355 1.042442 -0.6 1.4 1.0 -1.115
H 0.247010 0.604476 3.468194 -0.5 -0.1 -0.5 -0.142
H -0.379627 0.762761 -1.160278 -0.4 -0.1 0.8 0.127
H 1.114797 0.690739 -0.191788 1.8 0.8 -0.2 0.065
H -2.150198 -2.237617 -1.265494 0.5 1.0 2.1 0.129
```
Forces are in eV/Å.

Properties
Energy relative to the best compared isomer or geometry (same formula, charge and spin) ... 456.0 kJ/mol
Frontier orbital gap (alpha / beta) ... 6.593 / 7.731 eV
HOMO level (alpha / beta) ... -8.759 / -9.207 eV